{
  "formula": "C56H72N3O",
  "method": "the ωB97M-V functional and the def2-TZVPD basis",
  "species": ["C", "O", "C", "C", "C", "C", "C", "N", "C", "C", "C", "C", "C", "C", "C", "C", "C", "C", "C", "C", "N", "N", "C", "C", "C", "C", "C", "C", "C", "C", "C", "C", "C", "C", "C", "C", "C", "C", "H", "H", "H", "H", "H", "H", "H", "H", "H", "H", "H", "H", "H", "H", "H", "H", "H", "H", "H", "H", "H", "H", "H", "H", "H", "H", "H", "H", "H", "H", "H", "H", "H", "H", "H", "H", "H", "H", "H", "H", "H", "H", "H", "C", "C", "C", "C", "C", "C", "C", "C", "C", "C", "C", "C", "C", "C", "C", "C", "C", "C", "C", "C", "C", "C", "H", "H", "H", "H", "H", "H", "H", "H", "H", "H", "H", "H", "H", "H", "H", "H", "H", "H", "H", "H", "H", "H", "H", "H", "H", "H", "H", "H", "H"],
  "coordinates": [[6.584, 0.053, 1.594], [5.940, -1.201, 1.905], [4.594, -1.305, 1.752], [3.757, -0.243, 1.337], [2.414, -0.488, 1.101], [1.877, -1.794, 1.178], [0.554, -2.094, 0.694], [0.220, -3.337, 0.175], [1.111, -4.399, -0.201], [0.935, -5.678, 0.357], [-0.275, -6.081, 1.199], [0.141, -6.463, 2.619], [-1.085, -7.188, 0.525], [1.953, -6.625, 0.201], [3.107, -6.309, -0.507], [3.221, -5.082, -1.159], [2.219, -4.122, -1.047], [2.309, -2.851, -1.895], [1.572, -3.004, -3.223], [3.750, -2.412, -2.166], [-1.124, -3.461, 0.059], [-1.623, -2.215, 0.274], [-3.049, -2.053, 0.511], [-3.638, -2.574, 1.680], [-2.883, -3.455, 2.683], [-3.715, -4.654, 3.153], [-2.360, -2.652, 3.872], [-4.963, -2.237, 1.965], [-5.738, -1.556, 1.032], [-5.189, -1.169, -0.186], [-3.830, -1.362, -0.438], [-3.215, -0.941, -1.770], [-3.938, 0.241, -2.418], [-3.170, -2.142, -2.714], [-0.599, -1.331, 0.698], [-0.780, 0.011, 1.026], [2.703, -2.813, 1.729], [4.024, -2.578, 2.015], [7.583, -0.059, 2.012], [6.641, 0.190, 0.505], [6.073, 0.905, 2.065], [4.166, 0.758, 1.186], [1.744, 0.322, 0.828], [-0.928, -5.207, 1.248], [0.823, -5.712, 3.041], [-0.740, -6.532, 3.269], [0.658, -7.432, 2.621], [-1.329, -6.905, -0.506], [-0.519, -8.127, 0.510], [-2.026, -7.352, 1.063], [1.829, -7.607, 0.669], [3.924, -7.026, -0.579], [4.106, -4.868, -1.763], [1.832, -2.045, -1.327], [0.542, -3.344, -3.069], [1.552, -2.042, -3.750], [2.095, -3.737, -3.852], [4.308, -2.257, -1.235], [4.274, -3.158, -2.779], [3.748, -1.468, -2.727], [-2.023, -3.851, 2.129], [-4.140, -5.200, 2.301], [-3.088, -5.356, 3.717], [-4.540, -4.339, 3.806], [-1.828, -1.759, 3.526], [-3.191, -2.335, 4.519], [-1.665, -3.258, 4.469], [-5.391, -2.540, 2.922], [-6.782, -1.335, 1.249], [-5.825, -0.700, -0.939], [-2.180, -0.631, -1.553], [-4.016, 1.085, -1.718], [-3.394, 0.588, -3.303], [-4.949, -0.043, -2.743], [-2.708, -3.005, -2.223], [-4.189, -2.418, -3.017], [-2.594, -1.902, -3.614], [-1.801, 0.376, 0.960], [-0.070, 0.436, 1.726], [2.270, -3.792, 1.938], [4.673, -3.361, 2.405], [1.692, 7.941, -3.765], [1.270, 6.637, -3.157], [-0.001, 6.514, -2.599], [-0.494, 5.289, -2.151], [-1.850, 5.300, -1.503], [0.287, 4.125, -2.327], [-0.311, 2.722, -2.230], [-1.335, 2.491, -3.358], [-0.932, 2.325, -0.863], [-0.045, 2.445, 0.312], [-0.079, 3.561, 1.189], [1.115, 4.290, 1.545], [2.480, 3.878, 1.087], [1.022, 5.453, 2.299], [-0.189, 5.909, 2.828], [-0.238, 7.125, 3.703], [-1.350, 5.205, 2.501], [-1.323, 4.040, 1.744], [-2.617, 3.294, 1.630], [1.626, 4.271, -2.739], [2.574, 3.097, -2.780], [2.107, 5.520, -3.132], [2.773, 7.955, -3.935], [1.193, 8.111, -4.730], [1.418, 8.778, -3.111], [-0.640, 7.397, -2.522], [-2.625, 4.784, -2.089], [-1.825, 4.878, -0.487], [-2.191, 6.339, -1.379], [0.503, 2.005, -2.402], [-1.038, 3.047, -4.259], [-1.394, 1.425, -3.625], [-2.340, 2.828, -3.057], [-1.871, 2.873, -0.712], [-1.199, 1.261, -0.941], [0.877, 1.867, 0.248], [3.223, 4.186, 1.844], [2.585, 2.797, 0.950], [2.771, 4.377, 0.144], [1.927, 6.029, 2.499], [-1.228, 7.232, 4.156], [0.507, 7.055, 4.505], [-0.018, 8.042, 3.139], [-2.310, 5.576, 2.874], [-3.087, 3.235, 2.626], [-3.347, 3.815, 0.987], [-2.481, 2.273, 1.274], [3.590, 3.468, -2.971], [2.595, 2.552, -1.821], [2.338, 2.380, -3.584], [3.149, 5.602, -3.454]],
  "mulliken_charge": [-0.767, -0.467, 0.584, -0.478, 0.747, 0.619, -0.946, 1.647, -0.369, 0.778, 1.674, -1.347, -1.673, -0.567, -1.571, -0.469, 0.233, 2.053, -1.715, -1.768, -1.724, 2.194, -0.705, 0.826, 1.647, -1.653, -1.385, -0.690, -1.334, -0.707, 0.068, 2.203, -1.852, -1.529, 0.908, -2.014, -0.344, -0.918, 0.269, 0.317, 0.299, 0.183, -0.878, -0.749, 0.324, 0.337, 0.403, 0.398, 0.341, 0.431, 0.397, 0.405, 0.262, -0.637, 0.382, 0.415, 0.366, 0.332, 0.451, 0.352, -0.664, 0.394, 0.369, 0.439, 0.210, 0.367, 0.383, 0.328, 0.387, 0.335, -0.664, 0.347, 0.306, 0.535, 0.308, 0.347, 0.380, 0.170, 1.482, 0.444, 0.478, -1.564, 0.526, -1.151, 1.286, -0.954, 0.467, -0.171, -1.606, 0.333, 0.997, 0.817, 0.673, -1.039, -0.627, 0.658, -1.515, -0.764, 0.860, -1.218, 1.211, -1.603, -1.112, 0.380, 0.287, 0.365, 0.379, 0.231, -0.110, 0.468, 0.877, 0.532, 0.246, 0.300, 0.211, -0.935, -1.041, 0.565, -0.503, 0.225, 0.507, 0.378, 0.392, 0.314, 0.405, 0.595, 0.295, -0.312, 0.384, 0.127, 0.364, 0.300],
  "energy_ev": -65750.2945,
  "total_charge": 1,
  "homo_lumo_gap_ev": 4.800,
  "relative_energy_kcal_mol": 5.77,
  "homo_ev": -8.98
}

***

{
  "formula": "C16H58N12O13",
  "method": "the ωB97M-V functional and the def2-TZVPD basis",
  "species": ["C", "C", "O", "H", "H", "H", "H", "H", "H", "C", "C", "O", "H", "H", "H", "H", "H", "H", "C", "C", "O", "H", "H", "H", "H", "H", "H", "C", "O", "N", "N", "H", "H", "H", "H", "C", "O", "N", "N", "H", "H", "H", "H", "C", "O", "N", "N", "H", "H", "H", "H", "C", "O", "N", "N", "H", "H", "H", "H", "C", "O", "N", "N", "H", "H", "H", "H", "C", "O", "N", "N", "H", "H", "H", "H", "C", "O", "H", "H", "H", "H", "C", "O", "H", "H", "H", "H", "C", "O", "H", "H", "H", "H", "C", "O", "H", "H", "H", "H"],
  "coordinates": [[-3.585, 3.095, 2.976], [-3.673, 2.157, 1.774], [-2.952, 0.950, 1.956], [-3.992, 2.622, 3.908], [-4.030, 4.066, 2.772], [-2.560, 3.394, 3.194], [-3.423, 2.688, 0.846], [-4.675, 1.837, 1.620], [-3.631, 0.264, 1.844], [1.162, -3.424, 0.791], [2.035, -3.587, -0.416], [3.125, -4.339, 0.003], [0.207, -3.064, 0.411], [1.493, -2.800, 1.539], [1.122, -4.383, 1.284], [2.334, -2.668, -0.921], [1.501, -4.041, -1.252], [3.708, -4.585, -0.749], [-0.176, 0.768, 5.651], [-1.320, 0.747, 4.596], [-1.357, -0.487, 3.847], [-0.307, -0.078, 6.287], [-0.147, 1.689, 6.166], [0.808, 0.560, 5.146], [-1.117, 1.594, 3.906], [-2.331, 0.979, 4.941], [-2.129, -0.517, 3.231], [-1.884, -3.129, -2.036], [-0.968, -4.074, -1.543], [-1.976, -1.936, -1.515], [-2.605, -3.422, -3.080], [-1.159, -1.547, -1.006], [-2.676, -1.277, -1.924], [-2.680, -4.444, -3.325], [-3.450, -2.865, -3.427], [2.653, 1.932, -1.046], [3.528, 1.784, 0.014], [1.566, 2.632, -0.980], [2.629, 1.178, -2.101], [1.396, 3.198, -0.112], [1.056, 3.004, -1.753], [3.392, 0.538, -2.252], [1.985, 1.367, -2.967], [2.169, -1.787, -3.884], [3.229, -1.886, -2.946], [0.964, -1.273, -3.684], [2.377, -2.082, -5.127], [0.731, -1.134, -2.705], [0.129, -1.511, -4.211], [3.307, -2.520, -5.360], [1.709, -1.997, -5.866], [0.713, 3.520, 2.059], [1.256, 3.041, 3.230], [-0.499, 3.196, 1.710], [1.333, 4.307, 1.269], [-1.027, 2.546, 2.306], [-0.936, 3.537, 0.897], [2.309, 4.556, 1.595], [1.005, 4.893, 0.460], [0.311, 1.841, -4.892], [0.297, 2.764, -5.909], [-0.777, 1.432, -4.269], [1.384, 1.254, -4.480], [-1.637, 1.853, -4.675], [-0.923, 0.562, -3.778], [2.190, 1.485, -5.120], [1.316, 0.307, -4.093], [-2.742, -3.014, 1.878], [-1.374, -2.822, 2.050], [-3.388, -2.480, 0.882], [-3.537, -3.521, 2.748], [-2.763, -2.125, 0.141], [-4.427, -2.730, 0.608], [-3.036, -3.766, 3.559], [-4.562, -3.759, 2.570], [1.957, -0.117, 2.611], [3.252, -0.030, 3.223], [1.162, -0.280, 3.355], [1.965, -0.847, 1.824], [1.872, 0.898, 2.207], [3.367, 0.917, 3.475], [-1.958, 3.316, -1.765], [-0.806, 3.515, -2.632], [-2.806, 3.054, -2.445], [-2.258, 4.238, -1.230], [-1.787, 2.459, -1.085], [-0.736, 2.694, -3.151], [4.368, -1.317, 0.360], [4.105, -2.186, 1.496], [5.100, -0.527, 0.512], [3.388, -0.834, 0.115], [4.657, -1.900, -0.542], [3.501, -2.888, 1.211], [-0.375, 0.093, 0.067], [0.607, -0.377, -0.941], [-1.276, 0.575, -0.247], [0.136, 0.829, 0.684], [-0.639, -0.699, 0.747], [1.206, 0.352, -1.112]],
  "mulliken_charge": [-1.042, -0.157, -0.149, 0.264, 0.402, 0.319, -0.029, 0.566, 0.177, -0.135, -0.724, -0.582, -0.409, 0.365, 0.566, 0.115, 0.576, 0.333, -1.248, 0.641, -0.414, 0.398, 0.408, 0.210, -0.382, 0.431, 0.181, 0.353, -0.658, 0.053, -0.416, -0.889, 0.240, 0.342, 0.204, 0.292, -0.660, -0.063, -0.347, 0.011, 0.256, 0.170, 0.464, 0.540, -0.626, -0.097, -0.348, -0.268, 0.414, 0.341, 0.181, 0.380, -0.684, 0.092, -0.461, -0.634, 0.125, 0.275, 0.299, 0.347, -0.727, -0.394, -0.113, 0.335, 0.129, 0.241, -0.217, 0.521, -0.530, -0.155, -0.462, 0.116, 0.273, 0.321, 0.182, 1.111, -0.624, -0.222, -0.938, -0.015, 0.386, -0.076, -0.561, 0.336, 0.351, -0.379, 0.362, -0.158, -0.665, 0.352, -0.228, 0.213, 0.460, -0.599, 1.908, 0.606, -0.715, 0.345, -0.678],
  "energy_ev": -62025.3236,
  "homo_lumo_gap_ev": 6.694,
  "relative_energy_kcal_mol": 255.02,
  "homo_ev": -7.76
}

***

{
  "formula": "C2H3ClO",
  "method": "the ωB97M-V functional and the def2-TZVPD basis",
  "species": ["C", "C", "O", "H", "H", "Cl", "H"],
  "coordinates": [[-1.057, -0.020, 0.023], [0.074, -0.619, -0.011], [1.135, -1.087, 0.053], [-1.522, 0.316, -0.828], [-1.472, 0.321, 1.059], [3.930, 0.143, -0.022], [2.895, -0.587, 0.489]],
  "mulliken_charge": [-0.893, 0.800, -0.422, 0.287, 0.202, -0.300, 0.326],
  "energy_ev": -16691.2393,
  "homo_lumo_gap_ev": 10.352,
  "relative_energy_kcal_mol": 28.60,
  "homo_ev": -9.92
}

***

{
  "formula": "C17H31FInO",
  "method": "the ωB97M-V functional and the def2-TZVPD basis",
  "species": ["C", "O", "C", "C", "C", "C", "C", "C", "C", "C", "C", "C", "In", "H", "H", "H", "H", "H", "H", "H", "H", "H", "H", "H", "H", "H", "H", "H", "H", "H", "H", "H", "H", "H", "H", "H", "H", "H", "H", "F", "C", "C", "C", "C", "C", "C", "H", "H", "H", "H", "H"],
  "coordinates": [[3.180, 0.052, 2.155], [2.796, 1.294, 1.577], [2.636, 1.214, 0.176], [1.241, 0.712, -0.230], [0.344, 1.783, -0.883], [-1.110, 1.713, -0.389], [-1.925, 0.591, -1.080], [-2.291, -0.607, -0.182], [-3.779, -0.691, 0.219], [-4.111, -0.415, 1.689], [-3.477, 0.815, 2.320], [-4.017, 2.145, 1.759], [-4.816, 3.539, 3.343], [4.262, 0.050, 2.274], [2.859, -0.793, 1.551], [2.686, -0.033, 3.118], [2.788, 2.215, -0.222], [3.385, 0.556, -0.265], [0.756, 0.306, 0.651], [1.347, -0.115, -0.931], [0.328, 1.626, -1.959], [0.739, 2.768, -0.651], [-1.611, 2.672, -0.464], [-1.090, 1.490, 0.673], [-2.825, 1.007, -1.518], [-1.306, 0.235, -1.902], [-1.642, -0.648, 0.686], [-2.083, -1.499, -0.770], [-4.380, -0.083, -0.450], [-4.091, -1.718, 0.025], [-3.795, -1.295, 2.256], [-5.189, -0.334, 1.816], [-2.391, 0.756, 2.266], [-3.704, 0.759, 3.385], [-3.199, 2.701, 1.308], [-4.747, 1.983, 0.966], [-5.046, 5.147, 2.559], [-3.630, 3.726, 4.667], [-6.371, 2.957, 4.001], [3.493, -1.925, -0.546], [3.969, -2.489, -1.672], [4.482, -1.674, -2.660], [4.972, -2.258, -3.819], [4.937, -3.637, -3.975], [4.413, -4.436, -2.968], [3.925, -3.862, -1.803], [4.493, -0.601, -2.520], [5.380, -1.634, -4.602], [5.317, -4.088, -4.882], [4.382, -5.510, -3.089], [3.515, -4.466, -1.005]],
  "mulliken_charge": [-0.603, -0.459, -0.567, -0.082, -1.250, -0.764, -0.713, -0.712, -0.820, -1.024, -0.385, -0.911, 0.305, 0.257, 0.195, 0.307, 0.469, 0.200, 0.259, 0.230, 0.396, 0.523, 0.437, 0.364, 0.419, 0.501, 0.338, 0.430, 0.416, 0.320, 0.361, 0.359, 0.194, 0.541, 0.030, 0.500, -0.337, -0.360, -0.352, -0.162, 0.403, -0.281, -0.369, -0.562, -0.340, -0.587, 0.415, 0.353, 0.360, 0.351, 0.404],
  "energy_ev": -28068.1849,
  "total_charge": -1,
  "homo_lumo_gap_ev": 6.174,
  "homo_ev": -4.10
}

***

{
  "formula": "C4H8N2",
  "method": "the ωB97M-V functional and the def2-TZVPD basis",
  "species": ["C", "N", "C", "C", "C", "N", "H", "H", "H", "H", "H", "H", "H", "H"],
  "coordinates": [[-1.084, 1.529, 0.515], [-0.148, 0.814, -0.336], [-0.215, -0.569, -0.250], [0.775, -1.349, -1.094], [0.492, -0.817, 1.396], [1.431, -0.364, 1.930], [-2.107, 1.183, 0.328], [-1.027, 2.595, 0.289], [-0.847, 1.363, 1.575], [0.806, 1.078, -0.112], [-1.258, -0.899, -0.397], [0.792, -2.348, -0.664], [0.528, -1.433, -2.161], [1.769, -0.906, -0.988]],
  "mulliken_charge": [-0.858, -0.377, 0.134, -1.232, 0.153, -0.475, 0.300, 0.293, 0.343, 0.355, 0.356, 0.349, 0.358, 0.302],
  "energy_ev": -7256.1438,
  "homo_lumo_gap_ev": 10.423,
  "relative_energy_kcal_mol": 39.93,
  "homo_ev": -9.79
}

***

| no. | molar mass (g mol⁻¹) |
| --- | --- |
| 1 | 803.212 |
| 2 | 626.711 |
| 3 | 78.498 |
| 4 | 385.250 |
| 5 | 84.122 |